No. 1
C27H54GeN2O3S3ScSi | ωB97M-V/def2-TZVPD

* <S²>: 0.756
* HOMO energy (alpha / beta): -13.05 / -13.05 eV
* Kohn-Sham gap (alpha / beta): 0.305 / 0.166 Ha
* total charge: +2
* spin multiplicity: 2
* lowest unoccupied orbital energy (alpha / beta): -4.8 / -8.5 eV

Last column: Mulliken spin population.
CARTESIAN COORDINATES (ANGSTROEM)
Sc1 0.44 0.38 -0.24  -0.02
C1 0.89 3.61 1.67  0.00
C2 1.94 3.19 0.66  0.00
C3 2.42 4.37 -0.17  0.00
C4 3.12 2.50 1.33  0.00
O1 1.34 2.21 -0.26  0.00
Ge1 0.19 2.72 -1.75  0.00
O2 0.66 0.91 -2.26  0.00
C5 1.03 0.78 -3.67  0.00
C6 2.10 1.82 -4.01  0.00
C7 1.60 -0.60 -3.88  0.00
C8 -0.22 0.99 -4.50  0.00
O3 -1.20 1.74 -0.75  -0.01
C9 -2.50 2.36 -0.56  0.00
C10 -3.41 1.89 -1.69  -0.01
C11 -2.40 3.88 -0.61  0.00
C12 -3.04 1.93 0.78  0.00
H1 1.34 4.27 2.42  0.00
H2 0.08 4.16 1.19  0.00
H3 0.48 2.74 2.18  0.00
H4 2.96 5.07 0.47  0.00
H5 3.09 4.04 -0.96  0.00
H6 1.58 4.92 -0.61  0.00
H7 3.63 3.21 1.98  0.00
H8 2.78 1.66 1.93  0.00
H9 3.83 2.14 0.58  0.00
H10 2.93 1.75 -3.30  0.00
H11 2.50 1.62 -5.01  0.00
H12 1.71 2.84 -4.01  0.00
H13 2.49 -0.72 -3.28  0.00
H14 0.87 -1.37 -3.60  0.00
H15 1.87 -0.75 -4.93  0.00
H16 -0.65 1.99 -4.32  0.00
H17 0.00 0.92 -5.56  0.00
H18 -0.98 0.24 -4.25  0.00
H19 -2.94 2.05 -2.66  0.00
H20 -3.65 0.83 -1.58  0.00
H21 -4.36 2.44 -1.68  0.00
H22 -2.14 4.24 -1.61  0.00
H23 -3.36 4.31 -0.35  0.00
H24 -1.66 4.26 0.10  0.00
H25 -3.11 0.84 0.83  0.00
H26 -2.39 2.28 1.59  0.00
H27 -4.04 2.34 0.94  0.00
C13 -4.07 -3.42 1.72  -0.01
C14 -4.56 -3.35 0.28  0.00
S1 -3.96 -1.74 -0.28  0.47
C15 -3.26 -2.04 -1.92  0.01
C16 -1.98 -2.86 -2.00  0.01
S2 -0.56 -2.18 -1.10  0.00
C17 -0.24 -3.41 0.20  0.02
C18 -1.45 -3.95 0.94  -0.01
S3 -2.42 -2.65 1.73  0.50
H28 -4.04 -4.43 2.13  0.00
H29 -4.68 -2.80 2.39  0.00
H30 -5.65 -3.40 0.19  0.00
H31 -4.13 -4.14 -0.34  0.00
H32 -3.08 -1.04 -2.31  0.00
H33 -4.04 -2.50 -2.53  0.02
H34 -1.69 -2.91 -3.05  0.00
H35 -2.13 -3.89 -1.68  -0.01
H36 0.45 -2.90 0.87  0.01
H37 0.29 -4.25 -0.25  0.00
H38 -1.11 -4.61 1.75  0.02
H39 -2.10 -4.55 0.30  0.00
C19 3.16 -2.71 -1.75  0.00
C20 3.22 -2.04 -0.41  0.00
C21 4.31 -2.27 0.41  0.00
C22 4.33 -1.74 1.69  0.00
C23 3.25 -1.03 2.15  0.00
C24 2.15 -0.86 1.31  0.00
N1 2.17 -1.29 0.02  0.00
N2 0.96 -0.24 1.65  0.00
Si1 0.42 -0.25 3.34  0.00
C25 -1.37 0.28 3.36  0.02
C26 0.55 -2.00 3.99  0.00
C27 1.36 0.87 4.50  0.00
H40 3.51 -3.74 -1.66  0.00
H41 3.82 -2.22 -2.47  0.00
H42 2.16 -2.71 -2.16  0.00
H43 5.12 -2.89 0.04  0.00
H44 5.19 -1.90 2.33  0.00
H45 3.23 -0.62 3.15  0.00
H46 -1.95 -0.36 4.04  0.00
H47 -1.84 0.22 2.38  -0.01
H48 -1.48 1.31 3.72  0.00
H49 -0.03 -2.72 3.39  -0.01
H50 0.15 -2.04 5.01  0.00
H51 1.58 -2.37 4.03  0.00
H52 1.30 1.92 4.21  0.00
H53 2.42 0.62 4.62  0.00
H54 0.91 0.79 5.49  0.00

No. 2
C27H54HgN3O3 | ωB97M-V/def2-TZVPD

* <S²>: 0.753
* HOMO energy (alpha / beta): 1.08 / 0.90 eV
* Kohn-Sham gap (alpha / beta): 0.137 / 0.142 Ha
* total charge: -2
* spin multiplicity: 2
* lowest unoccupied orbital energy (alpha / beta): 4.8 / 4.8 eV

Last column: Mulliken spin population.
CARTESIAN COORDINATES (ANGSTROEM)
Hg1 0.43 0.16 0.63  0.56
C1 -3.11 -0.37 -3.27  0.00
C2 -1.99 0.68 -3.73  0.00
C3 -2.77 1.63 -4.66  0.00
C4 -2.11 2.90 -5.01  0.00
C5 -1.76 3.64 -3.76  0.00
C6 -0.86 2.85 -2.78  -0.01
N1 -1.39 1.46 -2.61  0.04
O1 -0.82 0.78 -1.57  0.09
C7 -0.99 3.68 -1.49  -0.01
C8 0.54 2.83 -3.40  -0.01
C9 -0.97 0.02 -4.70  0.00
H1 -3.71 0.15 -2.52  0.00
H2 -2.80 -1.28 -2.75  0.00
H3 -3.72 -0.59 -4.15  0.00
H4 -3.75 1.81 -4.22  0.00
H5 -2.96 1.10 -5.60  0.00
H6 -2.80 3.44 -5.65  0.00
H7 -1.17 2.78 -5.57  0.00
H8 -2.58 4.10 -3.21  0.00
H9 -1.22 4.49 -4.18  0.00
H10 -0.31 3.19 -0.79  0.01
H11 -2.02 3.58 -1.15  0.00
H12 -0.70 4.72 -1.63  0.00
H13 0.61 2.29 -4.35  0.00
H14 1.11 2.17 -2.74  0.01
H15 1.14 3.74 -3.46  0.00
H16 -1.34 -0.74 -5.38  0.00
H17 -0.11 -0.43 -4.22  0.00
H18 -0.53 0.78 -5.36  0.00
C10 -2.86 1.55 3.96  0.03
C11 -1.54 0.76 3.63  -0.13
C12 -1.27 -0.36 4.71  0.00
C13 -2.10 -1.59 4.61  0.00
C14 -1.86 -2.15 3.23  0.00
C15 -2.18 -1.18 2.09  -0.22
N2 -1.53 0.16 2.31  0.29
O2 -1.77 1.09 1.22  -0.02
C16 -3.70 -1.12 2.02  0.01
C17 -1.65 -1.95 0.82  0.30
C18 -0.32 1.73 3.82  0.04
H19 -2.80 2.11 4.89  0.00
H20 -3.73 0.90 3.97  0.00
H21 -2.88 2.44 3.32  -0.01
H22 -1.39 0.03 5.72  0.00
H23 -0.26 -0.70 4.51  0.01
H24 -3.13 -1.40 4.89  0.00
H25 -1.71 -2.30 5.34  0.00
H26 -2.48 -3.04 3.17  0.00
H27 -0.81 -2.41 3.06  0.02
H28 -4.12 -2.05 1.64  0.00
H29 -4.11 -0.28 1.46  0.00
H30 -4.11 -0.90 3.00  0.00
H31 -1.95 -2.98 0.65  0.00
H32 -0.58 -2.14 0.90  -0.01
H33 -1.84 -1.37 -0.09  -0.11
H34 -0.51 2.65 3.25  0.00
H35 0.64 1.36 3.45  0.01
H36 -0.16 2.01 4.86  0.00
C19 4.91 -0.39 -0.62  0.03
C20 3.43 -0.82 -0.68  -0.35
C21 3.39 -2.26 -1.26  0.03
C22 3.80 -3.32 -0.29  0.00
C23 3.08 -3.17 1.08  0.03
C24 3.07 -1.72 1.69  -0.30
N3 2.74 -0.74 0.66  0.31
O3 2.63 0.60 1.22  -0.03
C25 4.51 -1.55 2.42  0.05
C26 1.99 -1.78 2.83  -0.05
C27 2.48 -0.01 -1.68  0.16
H37 4.97 0.64 -0.97  0.00
H38 5.48 -0.89 -1.41  0.00
H39 5.46 -0.40 0.32  0.01
H40 4.01 -2.37 -2.15  0.00
H41 2.42 -2.53 -1.67  0.00
H42 4.88 -3.20 -0.16  0.00
H43 3.66 -4.32 -0.69  0.00
H44 3.59 -3.84 1.78  0.00
H45 2.07 -3.56 0.95  0.00
H46 4.52 -1.94 3.44  0.00
H47 4.80 -0.50 2.50  0.01
H48 5.38 -1.97 1.93  0.00
H49 2.11 -0.90 3.46  -0.01
H50 2.10 -2.61 3.53  0.00
H51 0.99 -1.73 2.40  0.18
H52 3.03 0.16 -2.60  0.00
H53 2.37 1.00 -1.28  0.00
H54 1.47 -0.37 -1.89  0.03

No. 3
C27H54O13 | ωB97M-V/def2-TZVPD

* HOMO energy: -9.23 eV
* Kohn-Sham gap: 0.347 Ha
* total charge: 0
* spin multiplicity: 1
* lowest unoccupied orbital energy: 0.2 eV
* SMILES: COC(=O)OC.COC(=O)OC.CC(C)=O.CC(C)=O.CC(C)=O.CC(C)=O.CC(C)=O.CC(C)=O.CC(C)=O

Last column: Löwdin charge in e.
CARTESIAN COORDINATES (ANGSTROEM)
C1 2.83 -0.48 0.76  -0.04
O1 1.70 0.25 1.20  0.01
C2 0.57 0.12 0.49  -0.61
O2 0.43 -0.57 -0.49  0.12
O3 -0.29 0.99 0.99  0.00
C3 -1.66 0.97 0.59  -0.03
H1 2.83 -1.49 1.16  0.06
H2 3.69 0.00 1.22  0.10
H3 2.98 -0.49 -0.32  0.07
H4 -1.87 1.98 0.22  0.08
H5 -2.28 0.76 1.46  0.10
H6 -1.90 0.36 -0.28  0.07
C4 -0.34 1.81 -3.00  -0.01
O4 -0.60 3.14 -3.44  0.03
C5 -1.86 3.47 -3.63  -0.61
O5 -2.81 2.76 -3.39  0.09
O6 -1.90 4.68 -4.19  0.03
C6 -3.18 5.10 -4.60  -0.05
H7 0.72 1.61 -3.16  0.09
H8 -0.87 1.05 -3.58  0.11
H9 -0.59 1.75 -1.95  0.08
H10 -3.08 6.01 -5.20  0.10
H11 -3.88 5.36 -3.80  0.09
H12 -3.69 4.34 -5.19  0.10
C7 0.33 1.92 4.65  -0.01
C8 1.56 2.35 5.41  -0.50
C9 2.09 1.45 6.51  -0.02
O7 2.15 3.37 5.10  0.07
H13 -0.49 2.62 4.80  0.09
H14 0.03 0.91 4.92  0.06
H15 0.63 1.88 3.60  0.08
H16 1.29 0.98 7.08  0.08
H17 2.68 2.09 7.16  0.08
H18 2.75 0.72 6.05  0.09
C10 -4.07 0.05 -2.00  -0.02
C11 -5.42 0.53 -1.47  -0.50
C12 -6.31 1.37 -2.36  -0.02
O8 -5.65 0.38 -0.30  0.05
H19 -3.48 0.97 -1.92  0.05
H20 -4.06 -0.25 -3.05  0.08
H21 -3.78 -0.79 -1.38  0.08
H22 -5.67 2.18 -2.73  0.08
H23 -7.15 1.76 -1.79  0.08
H24 -6.70 0.74 -3.17  0.09
C13 1.25 -3.38 2.57  -0.03
C14 -0.23 -3.09 2.64  -0.47
C15 -0.76 -2.00 3.56  0.00
O9 -0.99 -3.76 1.98  0.08
H25 1.87 -2.64 3.08  0.07
H26 1.61 -3.53 1.55  0.07
H27 1.52 -4.34 3.03  0.09
H28 -1.52 -2.48 4.18  0.09
H29 -1.22 -1.20 2.99  0.08
H30 0.01 -1.66 4.26  0.07
C16 5.04 -1.38 -2.47  -0.02
C17 4.61 0.01 -2.86  -0.50
C18 4.30 0.29 -4.32  -0.02
O10 4.47 0.89 -2.05  0.06
H31 6.12 -1.42 -2.59  0.09
H32 4.55 -2.15 -3.06  0.08
H33 4.77 -1.56 -1.43  0.06
H34 4.76 1.24 -4.59  0.09
H35 3.22 0.37 -4.43  0.08
H36 4.68 -0.47 -5.01  0.08
C19 -1.24 -5.88 -0.39  -0.03
C20 -1.53 -4.55 -1.05  -0.51
C21 -0.37 -3.83 -1.70  -0.02
O11 -2.64 -4.09 -1.07  0.06
H37 -0.59 -5.77 0.48  0.07
H38 -0.80 -6.55 -1.14  0.08
H39 -2.16 -6.33 -0.03  0.08
H40 0.19 -3.27 -0.95  0.07
H41 -0.73 -3.19 -2.50  0.08
H42 0.28 -4.53 -2.23  0.08
C22 5.13 -3.76 1.74  -0.02
C23 6.45 -4.22 2.32  -0.51
C24 7.70 -3.78 1.62  -0.03
O12 6.48 -4.91 3.32  0.08
H43 5.18 -2.70 1.47  0.07
H44 4.38 -4.12 2.45  0.07
H45 4.90 -4.27 0.80  0.09
H46 8.59 -4.30 1.96  0.08
H47 7.77 -2.70 1.75  0.09
H48 7.63 -3.99 0.55  0.08
C25 -4.07 3.99 -0.02  -0.02
C26 -4.55 5.38 0.28  -0.50
C27 -5.71 5.92 -0.51  -0.02
O13 -4.02 6.04 1.15  0.07
H49 -3.62 3.90 -1.00  0.07
H50 -4.90 3.28 0.10  0.09
H51 -3.42 3.63 0.77  0.07
H52 -5.66 7.00 -0.63  0.08
H53 -6.66 5.70 -0.02  0.09
H54 -5.73 5.46 -1.50  0.07

No. 4
C27H54O9 | ωB97M-V/def2-TZVPD

* HOMO energy: -9.27 eV
* Kohn-Sham gap: 0.351 Ha
* total charge: 0
* spin multiplicity: 1
* lowest unoccupied orbital energy: 0.3 eV
* SMILES: CC(C)=O.CC(C)=O.CC(C)=O.CC(C)=O.CC(C)=O.CC(C)=O.CC(C)=O.CC(C)=O.CC(C)=O

Last column: Löwdin charge in e.
CARTESIAN COORDINATES (ANGSTROEM)
C1 0.59 0.56 3.81  -0.01
C2 -0.19 1.71 3.16  -0.47
C3 -0.93 1.47 1.85  -0.02
O1 -0.41 2.74 3.73  0.07
H1 1.26 0.98 4.56  0.08
H2 1.09 -0.02 3.03  0.06
H3 -0.08 -0.07 4.39  0.08
H4 -1.84 2.08 1.86  0.08
H5 -1.17 0.42 1.66  0.06
H6 -0.29 1.79 1.02  0.05
C4 -2.76 -3.89 -0.24  -0.02
C5 -3.22 -5.32 0.08  -0.44
C6 -4.38 -5.90 -0.74  -0.02
O2 -2.63 -6.01 0.92  0.03
H7 -1.69 -3.90 -0.02  0.07
H8 -3.29 -3.12 0.32  0.08
H9 -2.90 -3.58 -1.27  0.08
H10 -5.10 -5.10 -0.93  0.08
H11 -4.98 -6.57 -0.12  0.08
H12 -4.04 -6.43 -1.62  0.09
C7 4.75 0.56 -0.39  -0.03
C8 5.14 -0.28 0.84  -0.41
C9 4.28 -0.11 2.06  -0.02
O3 6.21 -0.95 0.80  0.01
H13 4.03 0.02 -1.00  0.04
H14 5.56 0.73 -1.10  0.09
H15 4.34 1.53 -0.11  0.07
H16 3.45 -0.81 2.00  0.08
H17 3.80 0.86 1.96  0.07
H18 4.82 -0.23 3.00  0.09
C10 -3.75 0.96 -1.85  -0.01
C11 -4.89 -0.01 -2.07  -0.47
C12 -6.29 0.51 -2.20  -0.03
O4 -4.73 -1.22 -2.17  0.04
H19 -2.84 0.44 -1.54  0.05
H20 -4.03 1.70 -1.10  0.08
H21 -3.49 1.47 -2.78  0.09
H22 -6.60 0.87 -1.22  0.09
H23 -6.99 -0.25 -2.55  0.08
H24 -6.40 1.25 -3.00  0.08
C13 -0.42 -3.99 3.43  0.00
C14 -1.31 -2.74 3.08  -0.45
C15 -2.75 -2.80 3.47  -0.02
O5 -0.90 -1.80 2.43  0.02
H25 -0.76 -4.92 2.97  0.07
H26 -0.44 -4.14 4.51  0.08
H27 0.61 -3.86 3.09  0.07
H28 -3.30 -2.13 2.82  0.08
H29 -2.82 -2.41 4.48  0.09
H30 -3.25 -3.77 3.36  0.09
C16 1.60 4.41 0.94  0.00
C17 2.40 4.84 -0.32  -0.45
C18 2.22 4.04 -1.59  -0.01
O6 3.00 5.91 -0.33  0.05
H31 0.52 4.48 0.76  0.06
H32 1.80 5.10 1.76  0.09
H33 1.87 3.38 1.16  0.07
H34 2.64 3.04 -1.43  0.07
H35 2.74 4.64 -2.34  0.09
H36 1.19 4.04 -1.96  0.05
C19 6.40 -3.13 -1.68  -0.02
C20 5.60 -2.14 -2.51  -0.49
C21 4.10 -2.16 -2.31  -0.05
O7 6.05 -1.49 -3.43  0.06
H37 7.47 -3.00 -1.87  0.09
H38 6.12 -4.15 -1.94  0.08
H39 6.15 -3.08 -0.63  0.06
H40 3.73 -3.01 -2.88  0.09
H41 3.65 -1.27 -2.75  0.08
H42 3.91 -2.26 -1.24  0.07
C22 -1.71 5.87 -0.27  -0.01
C23 -1.98 4.51 -0.92  -0.49
C24 -1.84 4.41 -2.38  -0.01
O8 -2.30 3.56 -0.24  0.05
H43 -0.76 6.26 -0.61  0.08
H44 -1.65 5.65 0.80  0.08
H45 -2.56 6.52 -0.47  0.09
H46 -2.17 5.34 -2.85  0.09
H47 -2.38 3.54 -2.74  0.07
H48 -0.82 4.24 -2.73  0.07
C25 0.25 -1.72 -0.74  0.00
C26 0.58 -0.23 -0.66  -0.45
C27 -0.37 0.72 -1.34  -0.03
O9 1.59 0.22 -0.12  0.03
H49 -0.74 -1.94 -1.14  0.07
H50 0.33 -2.15 0.26  0.07
H51 1.01 -2.20 -1.35  0.08
H52 -1.15 1.14 -0.71  0.05
H53 -0.85 0.19 -2.16  0.08
H54 0.25 1.53 -1.73  0.08

No. 5
C27H55BCl40N2O2P | ωB97M-V/def2-TZVPD

* HOMO energy: -11.16 eV
* Kohn-Sham gap: 0.280 Ha
* total charge: +1
* spin multiplicity: 1
* lowest unoccupied orbital energy: -3.6 eV

Last column: Löwdin charge in e.
CARTESIAN COORDINATES (ANGSTROEM)
C1 -1.93 -2.36 1.43  -0.18
C2 -2.41 -0.78 1.19  -0.39
P1 -1.00 0.07 0.20  0.92
C3 -1.69 1.78 -0.35  -0.38
C4 0.45 0.25 1.43  -0.22
N1 0.45 1.25 2.60  0.05
C5 1.77 1.08 3.35  -0.15
C6 2.61 -0.11 2.58  -0.04
N2 1.73 -0.55 1.42  0.08
B1 2.25 -1.67 0.55  -0.50
O1 1.88 -1.95 -0.86  0.06
O2 3.28 -2.58 1.16  -0.09
C7 2.75 -3.95 1.21  -0.11
H1 -0.75 -2.47 1.33  0.06
H2 -2.50 -3.04 0.65  0.10
H3 -2.20 -2.65 2.53  -0.01
H4 -2.41 -0.28 2.26  0.08
H5 -3.47 -0.71 0.65  0.11
H6 -2.68 1.95 0.25  -0.05
H7 -0.91 2.66 -0.24  0.06
H8 -1.95 1.69 -1.50  0.06
H9 -0.30 1.95 2.86  -0.04
H10 2.13 1.65 4.33  0.13
H11 3.66 -0.56 2.86  0.16
H12 1.01 -1.53 -1.12  0.03
H13 2.46 -4.37 0.15  0.05
H14 1.80 -4.02 1.92  0.11
H15 3.62 -4.62 1.66  0.12
C8 -4.86 4.17 -0.63  -1.03
Cl1 -5.09 2.45 -0.27  0.52
Cl2 -3.15 4.59 -0.63  0.54
H16 -5.28 4.38 -1.61  -0.09
H17 -5.38 4.76 0.13  0.04
C9 4.11 -3.35 -3.11  -1.00
Cl3 4.12 -2.32 -4.54  0.55
Cl4 3.26 -4.86 -3.42  0.49
H18 5.14 -3.57 -2.82  0.04
H19 3.60 -2.82 -2.29  0.00
C10 -2.49 3.54 4.70  -1.01
Cl5 -4.26 3.54 4.79  0.52
Cl6 -1.93 3.03 3.10  0.62
H20 -2.12 4.55 4.90  -0.03
H21 -2.10 2.85 5.45  0.04
C11 3.42 -7.37 0.56  -1.04
Cl7 3.43 -6.34 -0.88  0.51
Cl8 2.57 -8.89 0.24  0.52
H22 4.45 -7.59 0.84  -0.06
H23 2.91 -6.84 1.37  0.02
C12 -1.78 -4.06 5.55  -1.01
Cl9 -0.43 -3.22 4.78  0.50
Cl10 -3.24 -3.97 4.55  0.50
H24 -1.52 -5.11 5.69  0.00
H25 -1.99 -3.60 6.51  0.04
C13 -4.22 7.29 6.60  -0.99
Cl11 -5.83 6.96 5.94  0.50
Cl12 -3.25 5.81 6.67  0.54
H26 -3.72 8.02 5.97  0.04
H27 -4.33 7.69 7.61  -0.01
C14 6.21 -9.69 2.57  -1.02
Cl13 6.09 -9.99 0.83  0.53
Cl14 5.85 -8.00 2.95  0.53
H28 5.49 -10.33 3.09  -0.06
H29 7.22 -9.93 2.91  0.04
C15 4.27 -0.09 -7.43  -1.05
Cl15 5.89 0.33 -8.01  0.52
Cl16 3.29 1.36 -7.17  0.48
H30 3.78 -0.72 -8.16  -0.08
H31 4.36 -0.63 -6.48  -0.04
C16 -8.30 8.47 8.84  -1.00
Cl17 -8.53 6.76 9.20  0.48
Cl18 -6.58 8.90 8.84  0.50
H32 -8.72 8.69 7.85  0.03
H33 -8.81 9.07 9.60  0.03
C17 2.48 4.58 -5.19  -1.07
Cl19 1.36 3.93 -6.40  0.50
Cl20 1.62 5.12 -3.75  0.49
H34 3.19 3.79 -4.91  -0.06
H35 3.02 5.42 -5.63  0.03
C18 5.25 2.40 1.48  -0.96
Cl21 5.27 1.59 -0.09  0.53
Cl22 3.66 2.25 2.25  0.66
H36 6.00 1.95 2.13  0.04
H37 5.47 3.46 1.33  0.03
C19 3.92 -10.19 5.73  -1.01
Cl23 3.49 -11.21 4.36  0.54
Cl24 5.62 -10.40 6.16  0.52
H38 3.75 -9.14 5.47  0.02
H39 3.30 -10.46 6.59  0.03
C20 2.01 -3.18 -8.79  -0.96
Cl25 3.62 -2.77 -9.38  0.57
Cl26 1.03 -1.73 -8.53  0.55
H40 1.51 -3.82 -9.53  0.04
H41 2.10 -3.72 -7.85  0.03
C21 6.20 5.52 -3.83  -0.99
Cl27 5.47 3.94 -4.13  0.56
Cl28 5.00 6.68 -3.26  0.51
H42 6.98 5.41 -3.07  0.03
H43 6.64 5.89 -4.75  0.03
C22 -5.38 6.72 12.25  -1.02
Cl29 -7.15 6.72 12.33  0.49
Cl30 -4.82 6.21 10.65  0.48
H44 -5.01 7.73 12.45  0.03
H45 -4.99 6.03 12.99  0.03
C23 -7.51 5.31 -3.46  -0.98
Cl31 -7.42 3.87 -2.43  0.56
Cl32 -5.90 5.95 -3.79  0.53
H46 -7.99 5.04 -4.40  0.03
H47 -8.10 6.07 -2.95  0.04
C24 -5.19 -7.52 5.24  -1.02
Cl33 -5.41 -9.24 5.60  0.51
Cl34 -3.47 -7.09 5.24  0.50
H48 -5.60 -7.30 4.25  0.03
H49 -5.70 -6.93 6.00  0.03
C25 -0.95 -0.46 -11.19  -1.10
Cl35 -2.72 -0.45 -11.11  0.50
Cl36 -0.40 -0.97 -12.79  0.51
H50 -0.59 0.55 -10.99  -0.05
H51 -0.56 -1.15 -10.44  -0.05
C26 0.07 0.62 -4.86  -1.02
Cl37 -1.38 0.11 -5.74  0.51
Cl38 0.13 -0.10 -3.25  0.52
H52 0.95 0.31 -5.43  0.00
H53 0.07 1.71 -4.76  0.00
C27 1.45 2.63 -11.16  -0.99
Cl39 1.54 1.20 -10.13  0.52
Cl40 3.06 3.28 -11.49  0.52
H54 0.97 2.36 -12.10  0.03
H55 0.86 3.40 -10.65  0.04

E in hartree, matching the order above: -5717.8660, -1604.2193, -2039.2617, -1738.2710, -20095.1907